Entry 1:
DFT (ωB97M-V with the def2-TZVPD basis set) results for C29H49LaNP2 as an isolated structure.

ORCA input file:
```
! RIJCOSX wB97M-V def2-TZVPD def2/J DEFGRID3
* xyz 1 1
La -0.954 1.890 -2.174
C -0.928 -1.844 0.950
C 0.379 -2.055 0.376
C 0.589 -0.689 2.226
C -0.786 -1.046 2.093
C 1.286 -1.266 1.161
C -2.209 -2.269 0.366
H -2.147 -2.354 -0.754
H -3.008 -1.531 0.570
H -2.573 -3.252 0.729
C -1.920 -0.578 2.928
H -2.744 -1.307 2.903
H -2.354 0.366 2.548
H -1.643 -0.389 3.982
C 1.165 0.213 3.227
H 0.681 0.154 4.229
H 1.086 1.281 2.920
H 2.247 0.024 3.352
C 2.696 -0.997 0.805
H 3.409 -1.713 1.256
H 2.993 0.011 1.139
H 2.858 -1.025 -0.298
C 0.716 -2.763 -0.875
H 1.442 -3.562 -0.723
H 1.173 -2.088 -1.599
H -0.171 -3.208 -1.329
C -1.318 2.046 -4.807
C -1.819 0.824 -5.211
C -1.390 0.086 -6.434
C 0.138 0.014 -6.709
C 1.040 0.272 -5.560
C 1.476 1.479 -5.161
C 0.990 2.822 -5.532
C -0.537 2.871 -5.766
H -1.914 0.564 -7.280
H 0.407 0.729 -7.506
H -1.771 -0.934 -6.433
H -0.736 2.531 -6.788
H -1.813 2.722 -4.020
H -2.783 0.430 -4.850
H -0.872 3.936 -5.675
H 1.260 3.649 -4.821
H 2.595 1.462 -4.972
H 1.540 3.091 -6.436
H 0.371 -1.002 -7.048
H 1.581 -0.609 -5.230
P -1.434 -1.117 -2.557
C -2.893 0.106 -2.424
C -1.711 -2.388 -3.890
P 1.909 0.283 -2.304
C 0.034 -0.139 -3.143
C 3.142 -0.772 -3.167
C 2.483 2.008 -2.552
H -3.005 0.630 -1.426
H -3.756 -0.577 -2.445
H -3.091 0.879 -3.189
H -1.270 -2.084 -4.869
H -2.783 -2.636 -4.047
H -1.229 -3.352 -3.601
H 1.882 2.669 -3.187
H 3.489 1.998 -2.987
H 2.574 2.513 -1.577
H -0.102 0.843 -3.747
H 0.089 -0.593 -4.144
H 3.763 -1.179 -2.350
H 3.792 -0.229 -3.844
H 2.686 -1.614 -3.663
C -1.061 2.882 3.077
C -1.117 3.762 1.878
C -1.295 5.171 2.073
C -1.331 5.757 0.822
C -1.161 4.678 -0.123
C -1.137 4.893 -1.590
N -1.045 3.477 0.535
H -0.212 3.171 3.716
H -1.935 3.067 3.702
H -0.998 1.845 2.808
H -1.391 5.656 3.039
H -1.450 6.787 0.535
H -2.033 4.499 -2.030
H -1.124 5.981 -1.742
H -0.199 4.508 -2.005
*
```

Highest occupied orbital energy (spin up / spin down): -8.34 / -8.35 eV
LUMO (spin up / spin down): -3.98 / -3.58 eV
Frontier orbital gap (spin up / spin down): 4.4 / 4.8 eV
Calculated total energy: -51778.0191 eV
Relative energy (zero: lowest compared OMol25 entry of this formula, charge and spin): 1168.8 kJ/mol

Results of the Löwdin charge analysis, in e, for atoms 1 through 8: 1.8180, -0.2290, -0.1498, -0.1974, -0.1748, -0.2197, -0.1066, -0.0085



Entry 2:
DFT (ωB97M-V with the def2-TZVPD basis set) results for a 6-piece molecular cluster, C33H76F6N4O5P2 overall.

ORCA input file:
```
! RIJCOSX wB97M-V def2-TZVPD def2/J DEFGRID3
* xyz 2 1
O 7.979 -1.475 8.856
C 7.982 -2.492 9.656
O 8.555 -2.484 10.776
O 7.345 -3.549 9.370
H 8.597 -0.882 9.290
C 12.159 -1.871 8.333
C 12.164 -1.469 9.790
N 13.141 -2.225 10.538
C 13.185 -3.597 10.666
C 14.320 -3.940 11.404
N 15.088 -2.752 11.646
C 14.270 -1.699 11.125
C 16.366 -2.596 12.350
H 13.101 -1.672 7.822
H 11.342 -1.270 7.931
H 12.001 -2.927 8.118
H 11.209 -1.570 10.305
H 12.431 -0.412 9.822
H 12.412 -4.257 10.302
H 14.740 -4.895 11.681
H 14.526 -0.650 11.107
H 17.054 -3.378 12.028
H 16.163 -2.442 13.410
H 16.813 -1.654 12.031
C 5.997 -6.368 7.094
C 6.095 -5.590 5.752
C 7.295 -4.641 5.718
C 7.438 -4.084 4.312
P 8.786 -2.889 4.293
C 10.221 -3.529 5.233
C 10.806 -4.891 4.603
C 12.113 -5.400 5.318
C 13.476 -4.827 4.831
C 8.258 -1.327 5.171
C 7.012 -0.543 4.657
C 6.675 0.362 5.802
C 7.722 1.380 6.346
C 9.367 -2.573 2.587
C 8.108 -2.169 1.707
C 8.516 -2.063 0.253
C 9.374 -0.882 -0.169
H 4.928 -6.564 7.180
H 6.261 -5.712 7.923
H 6.525 -7.316 7.198
H 5.215 -4.986 5.529
H 6.048 -6.412 5.037
H 8.131 -5.243 6.075
H 7.090 -3.863 6.453
H 6.561 -3.509 4.015
H 7.790 -4.790 3.559
H 9.946 -3.548 6.287
H 10.877 -2.669 5.099
H 11.011 -4.669 3.556
H 10.022 -5.647 4.637
H 12.053 -6.485 5.226
H 12.034 -5.291 6.400
H 13.723 -5.064 3.796
H 14.253 -5.235 5.477
H 13.470 -3.741 4.920
H 9.134 -0.689 5.051
H 8.225 -1.613 6.223
H 6.209 -1.259 4.488
H 7.263 -0.034 3.727
H 6.419 -0.254 6.664
H 5.814 0.985 5.559
H 7.328 1.899 7.219
H 7.987 2.076 5.550
H 8.668 0.868 6.523
H 9.760 -3.495 2.158
H 9.994 -1.683 2.641
H 7.793 -1.165 1.991
H 7.338 -2.935 1.792
H 7.565 -1.944 -0.266
H 8.939 -3.024 -0.039
H 9.365 -0.819 -1.257
H 10.367 -0.982 0.269
H 8.973 0.032 0.270
C 2.416 -0.652 9.226
N 3.050 -1.688 8.327
C 2.745 -1.383 6.829
C 4.593 -1.649 8.609
C 2.623 -3.128 8.763
C 1.158 -3.417 8.471
O 0.238 -2.575 9.042
H 2.540 -0.829 10.294
H 1.391 -0.484 8.896
H 2.907 0.298 9.014
H 3.349 -0.527 6.530
H 1.666 -1.254 6.745
H 3.044 -2.317 6.353
H 4.870 -0.598 8.526
H 5.091 -2.365 7.955
H 4.779 -2.003 9.623
H 2.834 -3.255 9.824
H 3.192 -3.886 8.224
H 0.995 -4.415 8.880
H 0.948 -3.699 7.439
H -0.625 -2.994 9.008
C 9.302 2.678 15.001
N 10.337 1.749 14.271
C 11.476 2.592 13.703
C 10.905 0.728 15.290
C 9.721 1.073 12.998
C 8.487 0.175 13.318
O 7.247 0.898 13.568
H 8.654 1.987 15.539
H 8.690 3.238 14.293
H 9.865 3.265 15.726
H 12.122 1.914 13.145
H 11.972 3.065 14.551
H 11.032 3.302 13.005
H 11.580 0.107 14.701
H 10.264 -0.034 15.733
H 11.379 1.408 15.998
H 10.458 0.331 12.690
H 9.539 1.813 12.218
H 8.606 -0.645 14.026
H 8.256 -0.405 12.425
H 6.549 0.334 13.908
P 10.569 2.607 9.124
F 9.794 3.633 8.147
F 9.136 1.990 9.497
F 10.832 1.620 7.858
F 11.242 1.512 10.161
F 12.052 3.344 8.784
F 10.370 3.606 10.366
*
```

Highest occupied orbital energy: -10.95 eV
LUMO: -4.14 eV
Frontier orbital gap: 6.8 eV
Calculated total energy: -86524.2524 eV

Results of the Löwdin charge analysis, in e, for atoms 1 through 8: 0.0872, -0.9043, -0.0670, -0.0795, 0.0991, -0.0500, -0.1771, -0.0577



Entry 3:
DFT (ωB97M-V with the def2-TZVPD basis set) results for C5H8NO as an isolated structure.

ORCA input file:
```
! RIJCOSX wB97M-V def2-TZVPD def2/J DEFGRID3
* xyz 1 1
C -2.978 -0.336 -0.830
C -1.756 -0.448 -0.699
C 1.849 0.007 -0.378
C 1.525 -1.487 -0.265
C -0.391 -0.503 -0.356
N 0.520 0.635 -0.662
O 0.236 -1.622 -0.311
H -4.011 -0.274 -0.854
H 2.270 0.403 0.638
H 2.423 0.277 -1.256
H 2.238 -2.256 -0.464
H -1.574 1.077 1.179
H -2.096 1.585 0.804
H 0.305 1.381 -0.030
H 0.446 1.048 -1.525
*
```

Highest occupied orbital energy (spin up / spin down): -12.49 / -12.62 eV
LUMO (spin up / spin down): -5.03 / -4.19 eV
Frontier orbital gap (spin up / spin down): 7.5 / 8.4 eV
Calculated total energy: -8838.3305 eV
Relative energy (zero: lowest compared OMol25 entry of this formula, charge and spin): 620.4 kJ/mol

Results of the Löwdin charge analysis, in e, for atoms 1 through 8: 0.1857, -0.0823, -0.0233, -0.0241, -0.3163, 0.1681, 0.1302, 0.0402



Entry 4:
DFT (ωB97M-V with the def2-TZVPD basis set) results for C30H86FeN4O15P as an isolated structure.

ORCA input file:
```
! RIJCOSX wB97M-V def2-TZVPD def2/J DEFGRID3
* xyz 0 6
Fe 0.185 -0.994 2.155
P 0.534 0.180 0.158
O -0.908 -0.173 0.728
O 0.779 0.981 -1.050
O 1.159 -1.255 0.435
O 0.970 0.753 1.587
C 4.668 2.103 -3.438
C 3.396 2.461 -2.698
O 3.349 1.691 -1.493
H 4.730 2.565 -4.427
H 4.841 1.031 -3.468
H 5.521 2.547 -2.908
H 2.539 2.208 -3.336
H 3.376 3.532 -2.477
H 2.420 1.424 -1.344
C -2.318 4.034 -3.289
C -1.267 2.941 -3.287
O -0.277 3.233 -2.320
H -1.814 5.000 -3.373
H -2.802 4.031 -2.307
H -3.064 3.893 -4.065
H -0.844 2.803 -4.294
H -1.767 1.989 -3.059
H 0.128 2.425 -1.967
C -0.965 4.168 4.698
C -0.584 3.685 3.326
O -0.131 2.345 3.396
H -0.147 4.111 5.424
H -1.768 3.578 5.155
H -1.305 5.204 4.672
H 0.181 4.345 2.904
H -1.469 3.765 2.682
H 0.285 2.066 2.545
C 3.546 -3.408 -3.034
C 2.953 -2.365 -2.144
O 2.804 -2.906 -0.833
H 4.529 -3.700 -2.644
H 3.771 -3.025 -4.031
H 2.937 -4.310 -3.066
H 1.944 -2.119 -2.502
H 3.587 -1.469 -2.152
H 2.168 -2.320 -0.363
C -3.570 3.854 0.060
C -2.613 2.686 -0.045
O -2.797 1.809 1.059
H -4.606 3.512 0.131
H -3.470 4.491 -0.822
H -3.409 4.461 0.954
H -1.583 3.072 -0.048
H -2.767 2.208 -1.022
H -2.129 1.109 0.938
C -0.434 -6.199 -1.351
C 0.353 -4.959 -0.996
O -0.423 -4.131 -0.099
H 0.127 -6.920 -1.945
H -1.358 -5.927 -1.871
H -0.806 -6.686 -0.443
H 0.533 -4.357 -1.893
H 1.299 -5.193 -0.509
H -0.820 -3.366 -0.621
C 0.468 -1.408 -5.293
C 0.818 -0.226 -4.414
O -0.119 -0.180 -3.347
H 1.154 -1.508 -6.134
H -0.548 -1.305 -5.673
H 0.529 -2.332 -4.707
H 0.734 0.686 -5.026
H 1.846 -0.255 -4.043
H 0.250 0.325 -2.594
C 4.010 4.854 0.982
C 2.808 3.998 1.392
C 1.675 4.171 0.378
O 1.292 5.531 0.321
C 0.025 5.707 -0.249
N 3.237 2.605 1.455
H 4.875 4.648 1.607
H 3.769 5.917 1.048
H 4.224 4.663 -0.075
H 2.435 4.320 2.371
H 0.818 3.577 0.736
H 1.994 3.811 -0.609
H -0.264 6.757 -0.210
H -0.755 5.101 0.233
H 0.026 5.425 -1.315
H 3.663 2.367 0.559
H 2.435 1.979 1.554
C 0.726 -5.214 3.175
C 0.817 -3.688 3.226
C 2.164 -3.203 2.739
O 2.155 -1.774 2.795
C 3.445 -1.214 2.508
N -0.229 -3.033 2.330
H 0.781 -5.566 2.145
H -0.205 -5.572 3.618
H 1.533 -5.615 3.791
H 0.635 -3.371 4.257
H 2.380 -3.548 1.720
H 2.945 -3.595 3.404
H 3.931 -1.720 1.675
H 4.084 -1.303 3.397
H 3.314 -0.149 2.332
H -1.090 -3.409 2.728
H -0.142 -3.576 1.439
C -1.005 0.206 6.281
C -1.029 -0.584 4.993
C -2.200 -0.223 4.123
O -2.055 -1.020 2.965
C -3.197 -1.146 2.149
N 0.211 -0.360 4.170
H -1.133 1.275 6.102
H -0.089 0.034 6.850
H -1.822 -0.081 6.950
H -1.115 -1.661 5.175
H -2.214 0.838 3.849
H -3.122 -0.471 4.665
H -3.768 -0.225 2.013
H -3.890 -1.898 2.558
H -2.889 -1.515 1.171
H 0.988 -0.628 4.774
H 0.284 0.676 4.166
C -3.753 -0.861 -2.051
C -3.073 -2.167 -1.721
C -3.098 -3.093 -2.909
O -4.447 -3.483 -3.112
C -4.620 -4.331 -4.222
N -1.672 -1.990 -1.292
H -3.261 -0.321 -2.863
H -3.793 -0.179 -1.191
H -4.800 -1.013 -2.327
H -3.574 -2.713 -0.916
H -2.547 -4.024 -2.711
H -2.666 -2.603 -3.793
H -5.446 -5.004 -3.997
H -3.751 -5.005 -4.308
H -4.740 -3.768 -5.148
H -1.648 -1.282 -0.558
H -1.105 -1.568 -2.034
*
```

Highest occupied orbital energy (spin up / spin down): -8.18 / -8.19 eV
LUMO (spin up / spin down): -0.07 / -0.97 eV
Frontier orbital gap (spin up / spin down): 8.1 / 7.2 eV
Calculated total energy: -112856.8972 eV
Relative energy (zero: lowest compared OMol25 entry of this formula, charge and spin): 0.0 kJ/mol

Results of the Löwdin charge analysis, in e, for atoms 1 through 8: 1.0325, 0.2807, -0.3935, -0.2596, -0.3437, -0.3999, -0.0882, -0.3129



Entry 5:
DFT (ωB97M-V with the def2-TZVPD basis set) results for a 8-piece molecular cluster, C30H78N2O10 overall.

ORCA input file:
```
! RIJCOSX wB97M-V def2-TZVPD def2/J DEFGRID3
* xyz 0 1
C -29.062 -16.138 -8.544
O -28.327 -16.492 -9.753
C -28.609 -17.870 -10.018
C -27.242 -18.521 -10.317
N -27.175 -19.972 -10.674
C -25.824 -20.325 -11.082
C -26.076 -21.520 -12.036
O -24.893 -21.929 -12.617
C -24.060 -22.666 -11.736
H -30.166 -16.160 -8.624
H -28.699 -15.203 -8.092
H -28.721 -16.733 -7.690
H -29.308 -18.063 -10.790
H -29.099 -18.375 -9.084
H -26.487 -18.379 -9.532
H -26.797 -18.003 -11.190
H -27.311 -20.485 -9.781
H -25.170 -20.520 -10.234
H -25.372 -19.557 -11.703
H -26.728 -21.231 -12.828
H -26.730 -22.304 -11.649
H -23.787 -22.058 -10.864
H -23.068 -22.875 -12.163
H -24.521 -23.707 -11.619
C -27.129 -10.312 -4.824
O -28.172 -11.236 -4.575
C -29.122 -10.805 -3.613
C -30.185 -10.070 -4.455
N -31.410 -9.982 -3.620
C -32.301 -9.389 -4.594
C -33.575 -8.965 -3.825
O -34.396 -7.973 -4.454
C -35.003 -8.404 -5.646
H -26.881 -10.122 -5.878
H -26.221 -10.691 -4.317
H -27.370 -9.359 -4.375
H -28.768 -10.180 -2.853
H -29.374 -11.741 -3.218
H -30.478 -10.598 -5.379
H -29.746 -9.161 -4.883
H -31.192 -9.377 -2.901
H -32.520 -10.015 -5.517
H -31.803 -8.518 -4.995
H -33.300 -8.359 -2.977
H -34.200 -9.788 -3.526
H -34.211 -8.617 -6.377
H -35.471 -7.519 -5.997
H -35.869 -9.173 -5.535
C -33.860 -12.289 -6.569
C -32.837 -13.463 -6.655
C -32.258 -13.871 -8.019
O -31.790 -12.990 -5.966
H -34.067 -12.105 -5.518
H -34.709 -12.512 -7.152
H -33.517 -11.387 -7.017
H -33.129 -14.282 -6.115
H -31.890 -13.193 -8.662
H -32.985 -14.373 -8.646
H -31.540 -14.658 -7.820
H -32.015 -13.098 -5.003
C -29.292 -14.142 -4.787
C -29.436 -15.604 -4.478
C -30.739 -16.127 -5.026
O -28.433 -16.310 -5.169
H -29.281 -13.969 -5.883
H -28.401 -13.706 -4.345
H -30.103 -13.516 -4.261
H -29.408 -15.910 -3.402
H -30.839 -17.035 -4.451
H -30.583 -16.147 -6.102
H -31.544 -15.413 -4.739
H -28.847 -17.162 -5.311
C -30.590 -14.542 -11.380
C -29.443 -14.434 -12.412
C -29.799 -14.396 -13.896
O -28.998 -13.176 -12.081
H -30.868 -15.624 -11.291
H -31.449 -13.990 -11.766
H -30.533 -14.236 -10.361
H -28.587 -15.193 -12.195
H -30.690 -13.836 -14.123
H -29.887 -15.437 -14.302
H -29.073 -13.920 -14.507
H -28.082 -13.077 -12.254
C -32.840 -14.467 -2.361
C -32.443 -13.064 -2.157
C -31.120 -12.952 -1.409
O -32.189 -12.484 -3.409
H -31.990 -14.937 -2.667
H -33.507 -14.600 -3.108
H -33.408 -14.791 -1.520
H -33.247 -12.549 -1.736
H -30.304 -13.626 -1.728
H -31.466 -13.345 -0.366
H -30.689 -11.879 -1.397
H -31.752 -11.636 -3.335
C -31.545 -9.496 -10.551
C -31.754 -10.871 -10.990
C -33.099 -11.378 -10.938
O -31.153 -11.177 -12.261
H -31.993 -9.437 -9.578
H -32.032 -8.673 -11.068
H -30.528 -9.264 -10.330
H -31.260 -11.345 -10.192
H -33.644 -10.822 -11.655
H -33.621 -11.412 -10.016
H -33.108 -12.406 -11.225
H -30.522 -11.905 -12.222
C -28.924 -12.426 -8.997
C -29.282 -11.419 -7.865
C -28.488 -10.146 -8.147
O -30.565 -11.099 -7.801
H -29.429 -13.277 -8.738
H -27.837 -12.602 -9.042
H -29.313 -12.102 -9.930
H -28.963 -11.690 -6.872
H -29.007 -9.504 -8.863
H -27.418 -10.404 -8.488
H -28.375 -9.457 -7.316
H -30.905 -11.565 -7.064
*
```

Highest occupied orbital energy: -9.04 eV
LUMO: 0.53 eV
Frontier orbital gap: 9.6 eV
Calculated total energy: -55821.1178 eV
Relative energy (zero: lowest compared OMol25 entry of this formula, charge and spin): 680.3 kJ/mol

Results of the Löwdin charge analysis, in e, for atoms 1 through 8: -0.1101, -0.1859, -0.2181, -0.1948, -0.0876, -0.2142, -0.2591, -0.1893



Entry 6:
DFT (ωB97M-V with the def2-TZVPD basis set) results for one molecule with the formula C6H9N3.

ORCA input file:
```
! RIJCOSX wB97M-V def2-TZVPD def2/J DEFGRID3
* xyz 0 1
H -0.616 1.754 -2.600
N -0.065 0.858 -2.688
C -0.484 0.064 -1.810
C -1.421 0.364 -0.688
C -0.749 0.183 0.714
C -0.185 -1.163 0.852
C 1.115 -1.368 1.005
N 2.039 -0.397 0.915
N 1.716 0.887 0.905
C 0.455 1.174 0.865
H -0.101 -0.956 -1.795
H -2.209 -0.344 -0.651
H -1.858 1.322 -0.731
H -1.548 0.357 1.494
H -0.781 -2.043 1.017
H 1.469 -2.389 1.150
H 3.038 -0.541 1.112
H 0.186 2.237 0.932
*
```

Highest occupied orbital energy: -7.97 eV
LUMO: 0.93 eV
Frontier orbital gap: 8.9 eV
Calculated total energy: -10835.9647 eV
Relative energy (zero: lowest compared OMol25 entry of this formula, charge and spin): 160.4 kJ/mol

Results of the Löwdin charge analysis, in e, for atoms 1 through 8: 0.0666, 0.0928, -0.2743, -0.1580, -0.2857, -0.1142, -0.1464, -0.0609